67
Properties=species:S:1:pos:R:3:lowdin_charge:R:1 method="wB97M-V/def2-TZVPD" charge=+2 e_tot_ev=-76191.8392 homo_energy_ev=-13.231 lumo_energy_ev=-11.0611
C -0.311 -0.373 0.487 0.0128
C -0.115 1.235 0.543 -0.3715
O 0.073 1.735 1.676 0.0923
O -0.222 1.954 -0.686 -0.0412
C 0.967 2.732 -0.972 -0.1152
C 2.339 2.100 -0.450 0.0320
C 3.245 2.997 0.497 0.0566
C 2.872 4.478 0.945 -0.0016
B 1.642 4.582 2.012 -0.4969
O 1.679 4.182 3.385 0.1199
O 0.369 5.103 1.499 0.0640
C 4.616 2.431 1.030 0.0036
C 5.602 3.259 1.995 -0.1478
O 5.075 3.272 3.355 -0.1200
N 5.431 4.510 3.878 0.0021
O 4.418 5.021 4.250 0.1010
C 5.111 0.987 0.614 0.0412
C 4.183 0.183 -0.339 -0.3068
C 2.811 0.642 -0.887 -0.0933
N 1.920 -0.099 -1.798 0.0673
C 2.003 -1.556 -1.656 -0.1589
C 0.669 -2.382 -1.950 0.0802
C 0.581 -3.933 -1.855 -0.0817
C -0.865 -4.602 -2.138 -0.0854
C -1.992 -3.814 -1.256 -0.1913
O -2.827 -2.961 -2.069 -0.1411
C -4.112 -2.709 -1.459 -0.0792
C -4.216 -1.232 -0.786 -0.2571
F -3.962 -0.301 -1.833 0.0683
F -3.258 -1.215 0.271 0.0466
C -5.737 -1.011 -0.310 -0.1926
F -6.281 -2.163 0.360 0.0815
F -6.511 -0.895 -1.521 0.0793
C -5.978 0.291 0.602 -0.2120
F -5.151 0.326 1.771 0.0654
F -5.682 1.510 -0.107 0.0669
C -7.501 0.431 1.151 -0.1582
F -7.791 -0.500 2.202 0.0276
F -8.469 0.440 0.110 0.0423
C 1.859 -4.775 -1.494 -0.0167
C 3.185 -3.949 -1.199 0.0055
C 3.252 -2.394 -1.262 -0.3536
S 4.809 -1.497 -0.875 1.1784
H -0.782 -0.586 -0.537 0.0688
H 0.663 -0.942 0.661 0.0916
H -1.045 -0.653 1.317 0.1038
H 1.055 2.775 -2.129 0.1606
H 0.805 3.829 -0.650 0.1353
H 3.746 5.085 1.370 0.1269
H 2.547 5.038 -0.017 0.1484
H 0.726 4.000 3.606 0.1356
H -0.169 4.324 1.201 0.0966
H 6.603 2.674 2.048 0.1412
H 5.867 4.289 1.578 0.1444
H 6.128 0.585 0.985 0.1374
H 2.205 0.111 -2.775 0.1793
H -0.279 -1.801 -2.219 0.1247
H -1.070 -4.554 -3.259 0.1508
H -0.805 -5.679 -1.724 0.0559
H -1.428 -3.202 -0.450 0.1265
H -2.561 -4.629 -0.686 0.1411
H -4.347 -3.443 -0.593 0.1503
H -4.952 -2.880 -2.231 0.1687
H -7.552 1.475 1.647 0.1893
H 1.847 -5.926 -1.438 -0.1108
H 4.139 -4.544 -0.938 0.1247
Be 0.926 -7.388 -0.496 0.4963